Formula: C30H35O8Ti
Source: the Open Molecules 2025 dataset
Level of theory: ωB97M-V/def2-TZVPD

The geometry in XYZ format:
```
74
Properties=species:S:1:pos:R:3:forces:R:3
H 1.989 -7.235 -4.590 0.0 -0.1 0.1
C -3.017 2.296 0.050 0.4 1.3 -0.6
O 2.273 -2.931 -5.814 -1.1 -0.2 1.1
C -1.268 2.999 4.014 -1.4 -1.4 -2.8
H 0.615 1.221 -2.352 -0.4 -0.2 0.2
C 1.246 -3.040 -3.597 -0.3 -0.6 -0.9
O 1.693 -5.301 -4.138 -0.4 0.0 0.6
H 4.372 0.009 -1.038 -0.2 0.0 0.0
H -3.049 4.379 5.421 0.3 0.0 0.1
H 3.265 0.763 0.143 0.1 -0.1 -0.1
C -0.985 3.363 0.400 -0.1 -0.1 -0.7
C 2.305 -0.674 -1.138 -0.4 0.2 0.3
H -0.769 0.161 -1.874 0.4 -0.1 -0.1
H -1.165 1.650 -1.023 -0.1 0.1 0.5
H -1.876 5.025 1.629 0.1 -0.7 0.3
H -0.310 5.527 8.600 -0.2 -0.1 -0.3
H 0.790 -2.648 -7.534 -0.3 -0.2 0.0
H 1.488 -6.944 -2.876 0.0 0.0 -0.3
O -0.320 2.478 3.272 0.0 1.4 2.6
C -1.203 -0.504 1.897 0.5 -0.2 0.3
H 0.076 3.627 0.338 -0.6 -0.1 0.0
H 3.019 -3.119 -2.321 0.0 0.2 -0.1
C 2.602 -2.474 -3.101 -0.3 -0.2 -0.3
C -3.408 0.227 2.023 0.3 -0.7 0.8
H -2.554 -0.613 0.109 0.1 0.4 0.1
C -1.994 4.044 1.158 0.5 0.0 -0.5
H 3.210 1.265 -1.550 0.0 -0.2 0.1
H -3.415 0.455 4.251 0.4 0.4 -0.4
C 0.121 -2.127 -3.078 0.6 -0.3 0.1
C 2.290 -1.043 -2.662 -0.6 0.7 0.1
C -1.625 2.280 -0.283 -0.5 1.3 -0.5
H 0.935 2.700 4.356 0.1 -0.2 -0.1
C 2.530 -1.853 -0.192 -0.1 0.0 0.2
H -4.193 3.640 1.400 0.4 -0.1 0.0
H 3.259 -2.486 -3.982 0.0 0.0 0.6
H -0.767 -2.175 -3.723 0.2 0.0 0.3
H -0.265 -0.912 1.516 -0.4 0.1 0.2
H -0.840 -0.342 4.126 0.0 0.4 -0.3
C -1.014 3.732 5.233 1.0 0.2 1.1
C 0.291 3.690 5.812 -0.5 0.0 -0.1
H 0.891 -4.405 -7.316 -0.1 0.1 0.0
H 2.548 -1.470 0.833 -0.1 -0.1 -0.1
H 0.289 -6.807 -4.188 0.3 -0.1 0.1
C -1.802 5.055 7.084 0.0 0.0 0.1
O -2.467 2.803 3.592 1.9 1.1 2.1
C -0.514 5.026 7.650 -0.2 -0.2 -0.3
C 0.811 -0.762 -3.075 0.2 -0.3 -0.2
H 1.523 4.300 7.466 -0.3 0.0 -0.1
Ti -1.734 1.781 1.925 -1.8 -0.9 -1.1
H 0.762 -0.336 -4.090 0.0 0.0 0.3
C 0.526 4.344 7.027 -0.2 0.0 -0.1
C 3.358 0.401 -0.887 -0.1 0.3 0.3
C -2.850 0.265 3.337 0.3 -1.7 -0.3
C -2.398 -0.305 1.139 -0.1 0.5 0.8
O 1.300 3.009 5.229 -0.4 0.4 0.1
C 1.273 -3.103 -5.125 1.5 1.1 -1.3
O 0.967 -0.091 -0.788 1.2 -1.2 -1.5
C 0.316 0.200 -2.028 0.3 0.9 0.1
C -1.486 -0.167 3.269 -1.3 -0.3 -0.5
H -3.798 1.661 -0.374 0.4 0.1 0.4
H -4.432 0.496 1.771 0.3 -0.1 0.1
C 0.279 -3.523 -7.122 -0.5 -0.1 -0.3
C 1.345 -6.665 -3.926 0.0 -0.5 0.0
H -2.605 5.585 7.598 0.2 -0.1 -0.1
C -2.060 4.393 5.882 0.6 0.3 0.4
O 0.093 -3.374 -5.706 0.4 0.0 0.1
O 0.392 -4.911 -2.326 0.8 0.4 -1.2
H -0.134 -2.441 -2.057 0.0 0.1 -0.2
H 2.947 -0.344 -3.204 -0.1 -0.2 0.3
H 1.730 -2.603 -0.262 0.2 0.2 -0.1
H 3.495 -2.347 -0.369 -0.2 0.2 -0.1
C 1.055 -4.497 -3.263 -0.9 -0.2 1.6
C -3.232 3.372 0.963 0.0 -0.7 -0.8
H -0.720 -3.651 -7.538 0.1 0.1 0.0
```
Forces are in eV/Å.

Its total charge is -1. The HOMO-LUMO gap (spin up / spin down) comes out at 2.99 / 3.02 eV. The lowest unoccupied orbital energy (spin up / spin down) comes out at 0.077 / 0.077 Ha. Its multiplicity is 1. The calculation puts the total energy at -71174.9742 eV.